Arrangement A

Entry from the OMol25 dataset: a 2-piece molecular cluster, C3H8N3O overall (ωB97M-V/def2-TZVPD).

net charge: +1
highest occupied orbital energy (alpha / beta): -13.817 / -12.533 eV

Cartesian coordinates (Å):
C (-1.967, 0.095, 0.039)
C (2.836, 0.751, -0.332)
C (2.230, -0.621, 0.108)
N (-3.289, 0.215, -0.004)
N (-1.364, -0.880, 0.650)
N (1.516, 0.439, -0.282)
O (-1.274, 0.915, -0.692)
H (3.319, 1.512, 0.328)
H (3.598, 0.456, -0.998)
H (2.596, -1.408, -0.521)
H (1.864, -0.945, 1.130)
H (-3.911, -0.528, 0.328)
H (-3.968, 0.825, -0.431)
H (-1.932, -1.572, 1.142)
H (-0.256, 0.747, -0.466)

Arrangement B

Entry from the OMol25 dataset: an isolated ion of composition C3H8N3O and charge +1 (ωB97M-V/def2-TZVPD).

net charge: +1
highest occupied orbital energy: -12.635 eV

Cartesian coordinates (Å):
C (-0.240, 1.280, -1.131)
C (-0.370, -0.253, -1.195)
C (1.006, 1.220, 0.807)
N (0.368, 1.813, -0.170)
N (0.333, -0.900, -0.225)
N (-0.277, -1.876, 0.580)
O (0.581, 1.306, 2.012)
H (-0.490, 1.838, -2.054)
H (-1.450, -0.502, -1.407)
H (0.038, -0.342, -2.184)
H (1.974, 0.879, 0.595)
H (-1.032, -1.464, 1.168)
H (0.542, -2.101, 1.091)
H (-0.824, -2.730, 0.182)
H (-0.160, 1.830, 1.930)

Most stable of them? arrangement B.

Arrangement A

Entry from the OMol25 dataset: C3H8N3O as an isolated structure (ωB97M-V/def2-TZVPD).

net charge: +1
highest occupied orbital energy: -13.566 eV

Cartesian coordinates (Å):
C (-1.246, -1.329, -0.043)
C (-1.063, 0.681, -0.085)
C (-0.100, -0.425, -0.220)
N (1.139, -0.525, 0.028)
N (2.183, 1.067, -0.069)
N (-2.209, -0.304, -0.224)
O (1.988, -1.363, 0.163)
H (-1.349, -2.144, -0.689)
H (-1.366, -1.869, 1.027)
H (-0.916, 1.177, 0.863)
H (-1.138, 1.482, -0.872)
H (2.753, 1.091, 0.821)
H (2.740, 0.853, -0.839)
H (-2.904, -0.256, 0.401)
H (1.489, 1.862, -0.262)

Arrangement B

Entry from the OMol25 dataset: C3H8N3O as an isolated structure (ωB97M-V/def2-TZVPD).

net charge: +1
highest occupied orbital energy: -14.437 eV

Cartesian coordinates (Å):
C (-2.863, -0.130, -0.053)
C (2.142, 1.264, 0.371)
C (1.678, -0.868, -0.383)
N (-3.700, 0.656, -0.118)
N (1.229, 0.433, 0.058)
N (-1.956, -0.919, 0.225)
O (-0.035, 0.657, 0.067)
H (1.973, 2.270, 0.496)
H (3.182, 0.855, 0.205)
H (1.925, -1.506, 0.479)
H (0.927, -1.368, -1.059)
H (2.766, -0.857, -0.833)
H (-4.362, 1.426, -0.511)
H (-0.853, -0.145, 0.297)
H (-2.053, -1.767, 0.760)

Arrangement C

Entry from the OMol25 dataset: a 2-piece molecular cluster, C3H8N3O overall (ωB97M-V/def2-TZVPD).

net charge: +1
highest occupied orbital energy: -13.791 eV

Cartesian coordinates (Å):
C (-0.012, -0.109, 0.056)
C (-1.685, 1.821, 0.168)
C (0.039, -2.618, 0.003)
N (2.309, 1.063, -0.141)
N (2.040, -0.087, -0.283)
N (-0.482, 1.076, 0.092)
O (-0.492, -1.305, 0.124)
H (-2.535, 1.270, 0.702)
H (-1.954, 2.154, -0.879)
H (-1.480, 2.759, 0.501)
H (1.135, -2.650, 0.307)
H (0.028, -2.945, -1.071)
H (-0.524, -3.397, 0.674)
H (3.285, 1.315, -0.236)
H (0.328, 1.654, -0.016)

Most stable of them? arrangement B.

Arrangement A

Entry from the OMol25 dataset: C56H52CuN11OP as an isolated structure (ωB97M-V/def2-TZVPD).

net charge: +2
multiplicity: 2
highest occupied orbital energy (alpha / beta): -11.935 / -11.935 eV

Cartesian coordinates (Å):
Cu (-0.209, 0.320, 0.273)
C (-2.807, 1.159, -4.028)
N (-2.581, 1.563, -2.625)
C (-2.138, 0.758, -1.575)
N (-2.033, 1.503, -0.448)
C (-2.432, 2.808, -0.762)
C (-2.842, 2.834, -2.099)
C (-3.277, 3.989, -2.882)
C (-2.759, 4.197, -4.167)
C (-2.975, 5.399, -4.805)
C (-3.776, 6.422, -4.260)
C (-4.359, 6.189, -3.013)
C (-4.094, 4.996, -2.307)
C (-2.310, 3.827, 0.267)
C (-2.484, 3.443, 1.602)
C (-2.060, 4.286, 2.632)
C (-1.614, 5.572, 2.368)
C (-1.488, 5.992, 1.032)
C (-1.937, 5.170, 0.008)
P (-1.871, -1.001, -1.664)
C (-0.076, -1.469, -1.778)
N (0.731, -1.326, -0.753)
C (1.879, -2.089, -0.978)
C (1.754, -2.729, -2.217)
N (0.472, -2.359, -2.704)
C (0.004, -2.562, -4.074)
C (2.716, -3.625, -2.950)
C (2.527, -5.005, -3.132)
C (3.452, -5.813, -3.820)
C (4.560, -5.236, -4.433)
C (4.777, -3.862, -4.276)
C (3.853, -3.066, -3.562)
C (2.904, -2.238, 0.084)
C (2.598, -1.697, 1.337)
C (3.350, -2.043, 2.464)
C (4.449, -2.924, 2.345)
C (4.814, -3.377, 1.062)
C (4.098, -2.961, -0.052)
C (-2.306, -1.508, 0.074)
N (-1.578, -1.141, 1.158)
C (-2.119, -1.796, 2.265)
C (-3.207, -2.590, 1.867)
N (-3.266, -2.432, 0.443)
C (-4.219, -3.015, -0.460)
C (-4.127, -3.406, 2.654)
C (-3.599, -4.168, 3.700)
C (-4.409, -4.970, 4.537)
C (-5.792, -4.991, 4.341)
C (-6.353, -4.216, 3.287)
C (-5.559, -3.393, 2.510)
C (-1.610, -1.571, 3.650)
C (-0.241, -1.659, 3.894)
C (0.304, -1.399, 5.156)
C (-0.533, -0.939, 6.180)
C (-1.924, -0.829, 5.950)
C (-2.484, -1.231, 4.737)
H (-3.014, 0.099, -4.070)
H (-1.944, 1.448, -4.639)
H (-3.697, 1.652, -4.422)
H (-2.147, 3.436, -4.626)
H (-2.459, 5.621, -5.727)
H (-3.914, 7.395, -4.746)
H (-4.923, 6.988, -2.511)
H (-4.596, 4.796, -1.393)
H (-2.907, 2.445, 1.822)
H (-2.084, 3.965, 3.664)
H (-1.273, 6.229, 3.152)
H (-1.145, 7.009, 0.812)
H (-1.770, 5.477, -1.058)
H (0.676, -2.113, -4.821)
H (-0.996, -2.080, -4.136)
H (-0.130, -3.633, -4.284)
H (1.687, -5.478, -2.670)
H (3.240, -6.879, -3.905)
H (5.288, -5.841, -4.969)
H (5.657, -3.391, -4.691)
H (4.062, -1.991, -3.442)
H (1.771, -0.983, 1.422)
H (3.069, -1.584, 3.407)
H (4.970, -3.266, 3.247)
H (5.727, -3.932, 0.930)
H (4.505, -3.168, -1.061)
H (-4.524, -4.002, -0.153)
H (-3.781, -3.049, -1.452)
H (-5.134, -2.418, -0.563)
H (-2.528, -4.191, 3.805)
H (-3.920, -5.513, 5.327)
H (-6.464, -5.532, 4.989)
H (-7.413, -4.224, 3.180)
H (-6.038, -2.673, 1.835)
H (0.375, -1.941, 3.061)
H (1.351, -1.482, 5.346)
H (-0.168, -0.645, 7.157)
H (-2.529, -0.414, 6.743)
H (-3.554, -1.188, 4.608)
O (-0.032, 1.347, 2.329)
H (-0.417, 0.636, 2.885)
H (-0.811, 1.883, 2.064)
C (2.153, 3.524, 1.265)
C (1.766, 3.196, -0.152)
N (1.073, 2.127, -0.592)
C (0.992, 2.243, -1.965)
C (1.597, 3.398, -2.358)
N (2.095, 3.982, -1.200)
H (2.299, 2.575, 1.808)
H (1.366, 4.094, 1.776)
H (3.080, 4.125, 1.349)
H (0.445, 1.485, -2.562)
H (1.702, 3.904, -3.341)
H (2.646, 4.827, -1.099)
N (7.396, 1.445, 1.969)
C (6.663, 1.095, 0.884)
C (5.277, 0.915, 0.909)
N (4.564, 0.713, -0.179)
C (5.243, 0.635, -1.347)
C (6.599, 0.908, -1.384)
N (7.314, 1.051, -0.301)
H (6.984, 1.343, 2.891)
H (8.405, 1.372, 1.853)
H (4.720, 0.969, 1.857)
H (4.685, 0.432, -2.249)
H (7.079, 1.029, -2.332)

Arrangement B

Entry from the OMol25 dataset: C56H52CuN11OP as an isolated structure (ωB97M-V/def2-TZVPD).

net charge: +2
multiplicity: 2
highest occupied orbital energy (alpha / beta): -11.497 / -11.497 eV

Cartesian coordinates (Å):
Cu (-15.730, 10.933, 14.014)
C (-19.003, 6.433, 11.362)
N (-19.516, 7.743, 11.711)
C (-19.011, 8.663, 12.639)
N (-19.709, 9.839, 12.528)
C (-20.640, 9.727, 11.515)
C (-20.613, 8.360, 11.080)
C (-21.577, 7.751, 10.189)
C (-21.251, 6.917, 9.120)
C (-22.262, 6.355, 8.363)
C (-23.600, 6.441, 8.767)
C (-23.962, 7.322, 9.757)
C (-22.961, 7.926, 10.503)
C (-21.340, 10.891, 11.044)
C (-21.521, 11.997, 11.923)
C (-22.566, 12.876, 11.749)
C (-23.510, 12.619, 10.722)
C (-23.221, 11.668, 9.718)
C (-22.127, 10.823, 9.864)
P (-17.902, 8.319, 13.972)
C (-16.176, 7.991, 14.201)
N (-15.266, 8.900, 14.541)
C (-14.064, 8.157, 14.740)
C (-14.283, 6.808, 14.386)
N (-15.656, 6.689, 14.235)
C (-16.361, 5.410, 13.932)
C (-13.450, 5.639, 14.521)
C (-12.638, 5.306, 15.674)
C (-11.964, 4.115, 15.746)
C (-11.998, 3.169, 14.706)
C (-12.794, 3.466, 13.621)
C (-13.466, 4.677, 13.526)
C (-12.877, 8.768, 15.231)
C (-12.822, 9.771, 16.253)
C (-11.605, 10.033, 16.875)
C (-10.420, 9.431, 16.351)
C (-10.428, 8.620, 15.227)
C (-11.676, 8.322, 14.665)
C (-18.071, 9.776, 15.083)
N (-17.402, 10.894, 14.975)
C (-17.924, 11.799, 15.905)
C (-18.865, 11.079, 16.730)
N (-19.059, 9.860, 16.075)
C (-20.004, 8.854, 16.487)
C (-19.515, 11.448, 18.038)
C (-18.770, 12.099, 19.039)
C (-19.359, 12.528, 20.253)
C (-20.724, 12.369, 20.491)
C (-21.501, 11.747, 19.445)
C (-20.881, 11.224, 18.294)
C (-17.782, 13.246, 15.758)
C (-16.550, 13.845, 15.416)
C (-16.561, 15.158, 14.914)
C (-17.718, 15.970, 14.868)
C (-18.908, 15.378, 15.295)
C (-18.940, 14.036, 15.729)
H (-18.356, 6.452, 10.460)
H (-19.849, 5.768, 11.233)
H (-18.489, 6.041, 12.204)
H (-20.197, 6.809, 8.934)
H (-22.011, 5.745, 7.499)
H (-24.331, 5.856, 8.263)
H (-24.991, 7.463, 10.022)
H (-23.252, 8.597, 11.307)
H (-20.851, 12.013, 12.793)
H (-22.604, 13.727, 12.437)
H (-24.411, 13.214, 10.721)
H (-23.861, 11.625, 8.818)
H (-21.754, 10.207, 9.056)
H (-16.382, 5.159, 12.854)
H (-17.355, 5.450, 14.369)
H (-15.846, 4.622, 14.445)
H (-12.573, 5.986, 16.479)
H (-11.283, 3.962, 16.599)
H (-11.435, 2.198, 14.808)
H (-12.953, 2.751, 12.807)
H (-13.991, 4.867, 12.530)
H (-13.677, 10.291, 16.578)
H (-11.520, 10.794, 17.648)
H (-9.498, 9.738, 16.803)
H (-9.517, 8.269, 14.736)
H (-11.838, 7.753, 13.766)
H (-20.038, 8.744, 17.564)
H (-19.742, 7.885, 16.087)
H (-21.025, 9.106, 16.117)
H (-17.753, 12.391, 18.837)
H (-18.711, 13.000, 20.990)
H (-21.159, 12.675, 21.415)
H (-22.619, 11.671, 19.583)
H (-21.513, 10.789, 17.514)
H (-15.609, 13.279, 15.604)
H (-15.603, 15.579, 14.701)
H (-17.625, 16.991, 14.597)
H (-19.899, 15.833, 15.221)
H (-19.839, 13.608, 16.096)
O (-18.528, 11.645, 9.377)
H (-18.860, 12.131, 8.606)
H (-19.311, 11.432, 9.899)
C (-15.446, 10.684, 10.598)
C (-14.503, 11.476, 11.399)
N (-14.618, 11.735, 12.706)
C (-13.583, 12.541, 13.094)
C (-12.752, 12.717, 12.045)
N (-13.425, 12.181, 10.934)
H (-16.439, 11.111, 10.767)
H (-15.457, 9.619, 10.953)
H (-15.264, 10.760, 9.552)
H (-13.421, 12.878, 14.110)
H (-11.929, 13.401, 11.925)
H (-12.954, 12.058, 10.030)
N (-16.249, 8.630, 5.363)
C (-16.653, 9.869, 5.016)
C (-17.370, 10.593, 5.967)
N (-17.703, 11.783, 5.708)
C (-17.250, 12.365, 4.569)
C (-16.505, 11.643, 3.653)
N (-16.313, 10.359, 3.829)
H (-16.193, 8.273, 6.316)
H (-15.904, 8.029, 4.579)
H (-17.552, 10.185, 6.999)
H (-17.561, 13.340, 4.376)
H (-16.124, 12.122, 2.762)

Most stable of them? arrangement A.

Arrangement A

Entry from the OMol25 dataset: a 2-piece molecular cluster, C5H12N overall (ωB97M-V/def2-TZVPD).

net charge: +1
highest occupied orbital energy: -12.538 eV

Cartesian coordinates (Å):
C (1.928, 2.120, -1.618)
C (2.526, 1.244, -0.543)
C (1.925, 0.888, 0.617)
H (1.692, 1.524, -2.495)
H (1.025, 2.659, -1.303)
H (2.691, 2.844, -1.927)
H (3.550, 0.935, -0.712)
H (2.308, 0.035, 1.218)
H (1.071, 1.441, 1.064)
C (-3.179, -1.622, 0.260)
C (-0.928, -1.314, 1.173)
N (-1.800, -1.262, 0.203)
H (-3.449, -2.436, -0.453)
H (-3.822, -0.735, 0.053)
H (-3.338, -1.956, 1.275)
H (-1.247, -1.699, 2.169)
H (-0.022, -0.742, 1.069)
H (-1.481, -0.935, -0.716)

Arrangement B

Entry from the OMol25 dataset: an isolated ion of composition C5H12N and charge +1 (ωB97M-V/def2-TZVPD).

net charge: +1
highest occupied orbital energy: -12.952 eV

Cartesian coordinates (Å):
C (-0.240, 1.598, -0.348)
C (-0.838, 0.005, -0.261)
C (0.209, -0.920, 0.614)
C (1.578, -0.513, 0.765)
C (2.381, -0.077, -0.368)
N (-2.160, -0.875, 0.184)
H (0.380, 1.936, 0.662)
H (-1.256, 2.233, -0.394)
H (0.355, 1.386, -1.384)
H (-0.762, -0.120, -1.334)
H (-0.240, -0.797, 1.794)
H (0.202, -2.042, 0.263)
H (2.224, -0.715, 1.695)
H (3.401, -0.420, -0.517)
H (1.933, 0.093, -1.293)
H (-2.705, -1.072, -0.818)
H (-2.571, -0.178, 0.959)
H (-1.890, 0.480, -0.218)

Arrangement C

Entry from the OMol25 dataset: an isolated ion of composition C5H12N and charge +1 (ωB97M-V/def2-TZVPD).

SMILES: C=C(C)CC[NH3+]
net charge: +1
highest occupied orbital energy: -13.953 eV

Cartesian coordinates (Å):
C (-0.153, 0.584, -1.791)
C (0.295, -0.278, -0.879)
C (-0.030, -1.755, -0.898)
C (1.127, 0.186, 0.343)
C (0.193, 0.209, 1.562)
N (-1.080, 0.939, 1.221)
H (-0.227, 1.666, -1.849)
H (-0.877, 0.194, -2.518)
H (-1.112, -1.872, -1.033)
H (0.188, -2.233, 0.055)
H (0.497, -2.340, -1.655)
H (1.559, 1.161, 0.112)
H (1.946, -0.496, 0.520)
H (0.550, 0.804, 2.397)
H (0.038, -0.824, 1.875)
H (-1.825, 0.897, 1.915)
H (-1.383, 0.655, 0.266)
H (-0.881, 1.930, 1.054)

Most stable of them? arrangement C.

Arrangement A

Entry from the OMol25 dataset: an isolated ion of composition C4H9NO and charge +1 (ωB97M-V/def2-TZVPD).

net charge: +1
multiplicity: 2
highest occupied orbital energy (alpha / beta): -17.068 / -17.103 eV

Cartesian coordinates (Å):
N (-2.080, -0.008, 0.536)
C (-0.925, -0.623, 0.604)
C (0.408, 0.166, 0.239)
C (1.546, -0.809, -0.028)
C (0.137, 1.055, -0.960)
O (-0.740, -1.758, 1.018)
H (-2.055, 0.968, 0.265)
H (-2.849, -0.250, 1.155)
H (0.576, 0.688, 1.184)
H (1.736, -1.382, 0.880)
H (1.281, -1.553, -0.773)
H (2.489, -0.351, -0.312)
H (1.067, 1.610, -1.111)
H (-0.620, 1.829, -0.860)
H (0.031, 0.417, -1.837)

Arrangement B

Entry from the OMol25 dataset: an isolated ion of composition C4H9NO and charge +1 (ωB97M-V/def2-TZVPD).

net charge: +1
multiplicity: 2
highest occupied orbital energy (alpha / beta): -14.866 / -14.870 eV

Cartesian coordinates (Å):
C (-0.250, -0.495, -1.437)
N (0.131, 0.251, -0.271)
C (0.168, 1.692, -0.415)
C (-0.275, -0.269, 1.002)
C (0.619, -1.429, 1.536)
O (0.881, -1.502, 2.687)
H (-1.344, -0.434, -1.549)
H (-0.028, -1.558, -1.353)
H (0.215, -0.119, -2.341)
H (0.525, 1.936, -1.410)
H (-0.845, 2.081, -0.252)
H (0.819, 2.142, 0.345)
H (-0.265, 0.516, 1.748)
H (-1.300, -0.653, 0.932)
H (0.950, -2.160, 0.776)

Most stable of them? arrangement A.

Arrangement A

Entry from the OMol25 dataset: a 2-piece molecular cluster, C2H2FNO2 overall (ωB97M-V/def2-TZVPD).

SMILES: C=C=O.O=NF
net charge: 0
highest occupied orbital energy: -9.448 eV

Cartesian coordinates (Å):
C (1.008, -0.865, 0.681)
C (1.469, -0.956, -0.553)
O (1.946, -0.918, -1.614)
H (1.527, -0.477, 1.533)
H (-0.120, -0.950, 0.872)
O (-1.959, 1.447, 0.742)
N (-1.599, 1.051, -0.261)
F (-2.273, 1.668, -1.399)

Arrangement B

Entry from the OMol25 dataset: a 2-piece molecular cluster, C2H2FNO2 overall (ωB97M-V/def2-TZVPD).

SMILES: O=C=NF.C=O
net charge: 0
highest occupied orbital energy: -10.575 eV

Cartesian coordinates (Å):
O (0.075, 2.284, -1.640)
C (0.477, 1.191, -1.578)
N (1.181, 0.202, -1.692)
F (1.084, -0.880, -0.904)
C (-0.703, -0.662, 1.469)
O (-0.435, 0.331, 0.849)
H (-0.053, -1.670, 1.290)
H (-1.627, -0.795, 2.205)

Most stable of them? arrangement A.